[1]
{"formula": "C8H9N2O", "method": "wB97M-V/def2-TZVPD", "e_homo_ev": -12.06, "energy_ha": -494.4554, "gap_ev": 5.7, "multiplicity": 1, "e_above_lowest_ev": 8.003, "charge": 1, "species": ["C", "C", "C", "C", "C", "C", "C", "C", "N", "N", "O", "H", "H", "H", "H", "H", "H", "H", "H", "H"], "positions_angstrom": [[4.3479, -0.7384, 0.3890], [3.1531, -0.6065, 0.3073], [0.6429, -1.0639, 0.4242], [1.4110, 1.0883, 0.2352], [1.8308, -0.2439, 0.2656], [-0.3385, -0.1448, 0.3968], [-0.7193, 2.2839, -0.1488], [-2.5756, -1.7323, -0.6434], [0.0921, 1.1120, 0.1835], [-2.2334, -0.6221, 0.1938], [-3.0337, 0.0663, 0.7185], [5.2874, -1.1248, 0.6912], [0.6162, -2.1432, 0.5555], [1.8060, 2.0524, 0.1076], [-1.6083, 2.2726, 0.3207], [-0.1767, 3.1241, 0.0628], [-0.8490, 2.2525, -1.1812], [-2.2136, -1.3759, -1.7715], [-3.5641, -1.9321, -0.7622], [-1.8752, -2.5241, -0.3445]], "forces_ev_per_a": [[-0.86, -0.72, 0.37], [2.45, -0.42, 0.22], [1.20, -0.47, -0.43], [0.33, -1.26, -0.84], [-2.06, 0.89, 0.61], [-3.16, -1.15, -0.51], [2.08, -2.14, -1.00], [4.51, 0.98, -3.16], [-3.26, 0.32, 0.78], [2.40, 2.64, 1.03], [0.57, -0.77, -0.53], [0.49, 0.27, -0.27], [-0.02, 0.44, -0.05], [1.49, 0.65, 0.00], [-2.94, -0.01, 1.81], [1.29, 2.17, 0.82], [-0.50, 0.12, -1.91], [-0.55, -0.83, 2.83], [-2.96, -0.62, 0.51], [-0.50, -0.09, -0.27]]}


[2]
{"formula": "C8H9N2OP", "method": "wB97M-V/def2-TZVPD", "smiles": "[H]/P=C/c1ccncc1.CC#[N+][O-]", "e_homo_ev": -8.78, "energy_ha": -836.1621, "gap_ev": 8.3, "multiplicity": 1, "e_above_lowest_ev": 3.750, "charge": 0, "species": ["C", "C", "C", "C", "C", "C", "C", "C", "N", "N", "O", "P", "H", "H", "H", "H", "H", "H", "H", "H", "H"], "positions_angstrom": [[1.5480, 0.2681, 0.7291], [1.3155, 0.4043, -1.6756], [2.2187, -0.9572, 0.5526], [2.0797, -0.7804, -1.7616], [1.0942, 0.9579, -0.4006], [-2.6668, -0.8476, 0.9447], [0.5714, 2.3221, -0.2803], [-2.5780, -2.2058, 1.5210], [2.4860, -1.3782, -0.6838], [-2.9894, -0.0746, 0.1298], [-3.0526, 0.7939, -0.6999], [-0.2327, 3.1556, -1.5228], [1.5532, 0.6651, 1.8330], [0.9253, 1.0145, -2.4297], [2.8520, -1.3913, 1.2852], [2.4519, -1.1554, -2.6857], [0.6527, 2.6718, 0.8200], [-1.7348, -2.7596, 1.0878], [-3.5700, -2.8155, 1.2822], [-2.5585, -2.1617, 2.7063], [-0.3657, 4.2740, -0.7518]], "forces_ev_per_a": [[0.75, -0.51, 2.34], [0.66, -0.97, 2.06], [-0.13, 2.28, -1.88], [-1.52, 2.18, 0.04], [0.37, -0.26, -0.10], [-0.83, -0.20, -0.66], [-0.75, 0.35, 1.41], [-2.22, -0.87, 1.88], [1.02, -1.85, 1.00], [1.50, -0.69, 0.74], [-0.62, 0.34, -0.15], [0.85, -1.19, 0.54], [-0.41, -0.40, -2.42], [-0.08, 0.27, -1.73], [-0.22, -0.62, 1.03], [-0.06, -0.33, -0.73], [-0.17, -0.09, -2.07], [-0.16, 0.25, 0.40], [2.04, 1.34, 0.33], [0.34, -0.14, -2.57], [-0.37, 1.11, 0.53]]}


[3]
{"formula": "C8H9N2OP", "method": "wB97M-V/def2-TZVPD", "smiles": "CC1=NOC=C2C=CN=C[C@@H]2P1", "e_homo_ev": -7.88, "energy_ha": -836.0980, "gap_ev": 7.6, "multiplicity": 1, "e_above_lowest_ev": 5.494, "charge": 0, "species": ["C", "C", "C", "C", "C", "C", "C", "C", "N", "N", "O", "P", "H", "H", "H", "H", "H", "H", "H", "H", "H"], "positions_angstrom": [[-2.4605, -0.9676, -0.5581], [-0.5680, 0.4310, 0.5428], [-3.1781, 0.1589, -0.4988], [-1.7128, 1.3434, 0.7108], [-1.1213, -0.9206, -0.0096], [1.9620, 0.0488, -0.2524], [-0.4442, -2.1223, 0.1766], [3.3659, 0.5134, -0.2237], [-2.8675, 1.2744, 0.2209], [1.7433, -1.1521, 0.1328], [0.9165, -2.1755, 0.3399], [0.9063, 1.6084, -0.5159], [-2.6465, -1.8658, -1.1379], [0.0602, 0.2851, 1.4966], [-4.1332, 0.1516, -1.1742], [-1.6619, 2.2463, 1.2445], [-0.8054, -3.0581, -0.3381], [3.4361, 1.5580, -0.7168], [4.0698, -0.2159, -0.6721], [3.5983, 0.6941, 0.7476], [1.5410, 2.1644, 0.4850]], "forces_ev_per_a": [[1.32, 0.61, -0.04], [0.44, -0.12, 0.58], [-2.90, -1.86, -2.99], [0.62, 0.25, 0.54], [2.23, -1.15, 1.66], [-2.53, -0.27, 0.01], [-1.06, 2.29, -2.85], [0.63, 0.70, -3.38], [-1.29, -0.08, -0.56], [3.43, 0.40, -0.29], [-0.81, 0.08, 0.42], [-3.00, -4.26, -1.93], [-0.71, 0.31, 0.06], [-1.27, 0.24, -1.42], [1.57, 0.46, 1.70], [1.21, 1.15, 1.11], [0.28, 0.86, 1.21], [0.12, -1.77, 0.32], [-0.35, 0.58, 0.22], [1.06, 0.31, 3.07], [1.04, 1.25, 2.55]]}


[4]
{"formula": "C8H9N2OS", "method": "wB97M-V/def2-TZVPD", "s_squared": 2.0283, "e_homo_ev": [0.00, -3.65], "energy_ha": -892.9704, "gap_ev": [3.2, 6.4], "multiplicity": 3, "charge": -1, "species": ["C", "C", "C", "C", "C", "C", "C", "C", "N", "N", "O", "S", "H", "H", "H", "H", "H", "H", "H", "H", "H"], "positions_angstrom": [[-1.4896, -1.4930, -0.6006], [-1.2659, -1.8487, -1.8962], [-0.5226, -0.4749, -0.0121], [-0.1383, -1.3514, -2.6473], [0.8964, -0.5914, -0.8283], [0.7127, 1.2810, 1.7458], [2.0421, 1.1570, 0.9424], [-1.1728, 0.8704, 0.3660], [1.0222, -0.9833, -2.0385], [-0.5604, 1.6135, 1.2185], [-1.1500, 2.6071, 1.8861], [2.2077, -0.5263, 0.2734], [-2.2595, -1.9096, 0.1478], [-1.8936, -2.5089, -2.5312], [-0.3024, -0.8725, 1.0775], [-0.0919, -1.6578, -3.7872], [0.4717, 0.3517, 2.1803], [0.8687, 2.0676, 2.5392], [2.0213, 1.9042, 0.1478], [2.7995, 1.3603, 1.6922], [-2.1952, 1.0054, 0.1243]], "forces_ev_per_a": [[-0.05, 0.25, 1.88], [-0.49, -0.01, -1.75], [0.31, -0.93, 1.15], [0.37, -1.82, -1.05], [-2.86, 0.88, 3.54], [1.15, 1.45, 1.41], [-2.09, -0.09, -0.08], [0.63, -2.89, -3.02], [-0.54, 0.08, -2.63], [0.04, 2.71, 1.15], [-0.27, 0.11, -0.35], [1.99, 0.30, -0.02], [1.04, 0.64, -1.69], [0.00, 0.43, 0.90], [0.03, 0.02, -1.93], [0.04, 0.89, 2.39], [0.73, -1.29, 1.30], [-0.24, -0.96, -0.75], [0.43, -0.09, -0.01], [0.41, -0.19, -0.28], [-0.64, 0.51, -0.14]]}


[5]
{"formula": "C8H9N3S", "method": "wB97M-V/def2-TZVPD", "smiles": "NNC1=c2ccccc2=N[C@@H]1S", "e_homo_ev": -7.42, "energy_ha": -872.6145, "gap_ev": 6.7, "multiplicity": 1, "e_above_lowest_ev": 2.328, "charge": 0, "species": ["C", "C", "C", "C", "C", "C", "C", "C", "N", "N", "N", "S", "H", "H", "H", "H", "H", "H", "H", "H", "H"], "positions_angstrom": [[-2.5943, -0.2675, 0.3694], [-2.3679, -1.6714, 0.3360], [-1.5923, 0.6137, 0.1152], [-1.1420, -2.1999, 0.0900], [-0.2879, 0.1180, -0.1330], [-0.0441, -1.3222, -0.1130], [1.9613, -0.4819, -0.4089], [0.9298, 0.7017, -0.3810], [1.2040, -1.6577, -0.3011], [0.5579, 3.0845, -0.1377], [1.3340, 1.9776, -0.5131], [3.5181, -0.8433, 0.8951], [-3.5873, 0.0904, 0.5968], [-3.2096, -2.3246, 0.5165], [-1.7840, 1.6783, 0.1309], [-0.9706, -3.2638, 0.0575], [2.5554, -0.4445, -1.3230], [0.1004, 2.9118, 0.7557], [-0.1543, 3.2742, -0.8407], [2.3286, 2.1647, -0.5075], [3.2447, -2.1381, 0.7959]], "forces_ev_per_a": [[0.02, 0.89, -0.07], [0.52, -0.65, -0.09], [-0.69, 0.10, 0.15], [-0.72, -0.30, 0.15], [0.48, 0.07, -0.18], [1.09, 0.55, -0.21], [0.77, 0.12, 0.10], [1.36, -0.76, 1.31], [-0.71, -0.99, -0.01], [-0.21, 0.01, -0.12], [0.12, 0.16, 0.06], [-1.61, 1.48, -0.93], [-0.06, 0.07, -0.02], [-0.03, -0.10, 0.00], [-0.08, -0.02, -0.01], [0.00, -0.12, 0.03], [-0.16, -0.01, -0.10], [0.12, -0.05, -0.14], [0.20, -0.12, 0.12], [-0.26, -0.06, 0.02], [-0.15, -0.26, -0.06]]}


[6]
{"formula": "C8H9N5OS", "method": "wB97M-V/def2-TZVPD", "smiles": "CN(C)c1nc2n(c(=O)n1)[C@H](C#N)CS2", "e_homo_ev": -9.05, "energy_ha": -1057.4125, "gap_ev": 9.2, "multiplicity": 1, "e_above_lowest_ev": 0.689, "charge": 0, "species": ["N", "O", "C", "N", "N", "S", "C", "C", "C", "N", "N", "C", "C", "C", "C", "H", "H", "H", "H", "H", "H", "H", "H", "H"], "positions_angstrom": [[-2.0820, -0.4515, 5.3280], [-1.5818, 1.8996, 2.3065], [-2.2256, -0.4580, 4.1890], [-0.4359, 1.3868, 0.5938], [-0.5145, -0.8534, -0.1653], [-1.9753, -2.7787, 0.8337], [-1.3457, 1.0275, 1.5901], [-0.0525, 0.4740, -0.1963], [-1.3319, -1.1702, 0.8353], [0.8041, 0.8259, -1.2014], [-1.6361, -0.3292, 1.8204], [1.1767, 2.2543, -1.3892], [0.9508, -0.1271, -2.4118], [-2.4992, -2.3476, 2.6234], [-2.5825, -0.7994, 2.7749], [2.1519, 2.4336, -2.0820], [1.5190, 2.7316, -0.4231], [0.4491, 2.8625, -1.9598], [1.9085, -0.7395, -2.3544], [0.1789, -0.8887, -2.4149], [0.8854, 0.3642, -3.4001], [-3.4719, -2.7070, 2.8300], [-1.7391, -2.7747, 3.4236], [-3.6317, -0.4297, 2.6976]], "forces_ev_per_a": [[0.09, 0.26, -0.11], [-3.47, 2.89, 4.67], [-0.13, -0.59, -0.43], [-1.16, -0.20, 0.84], [-0.88, -0.25, 1.09], [-0.71, 0.99, 2.46], [4.19, -0.30, -2.62], [0.14, -1.29, -1.88], [3.09, 0.09, -3.95], [0.43, -0.97, -2.35], [-0.85, 0.84, -0.29], [2.66, 0.62, -0.86], [0.99, -0.10, 0.98], [1.67, -0.77, 1.05], [-0.24, -0.43, 1.40], [-2.02, -1.30, 1.49], [-1.02, -0.60, -1.02], [-0.21, -0.41, 0.83], [-0.91, 1.14, -0.01], [-0.29, 0.22, 0.36], [0.20, 0.32, 0.81], [-0.82, -0.84, 0.16], [-1.50, 0.77, -1.93], [0.74, -0.08, -0.71]]}